Entry 1:
Below is a single C3H3BBrF3O molecule, with properties calculated with wB97M-V/def2-TZVPD.

Results
2S+1: 1
molar mass: 202.766 g/mol
HOMO level: -0.4026 Eh
Kohn-Sham gap: 0.37013 Eh
total charge: 0
E_tot: -84078.28623 eV

XYZ file:
```
12
Properties=species:S:1:pos:R:3:forces:R:3:nbo_charge:R:1
O 2.4470 -0.6335 1.0686 0.059 -0.270 0.286 -0.47
C 1.7541 -0.1937 0.2316 0.111 0.416 0.009 0.58
Br 2.0028 -0.7037 -1.6337 -0.062 -0.184 -0.442 -0.05
C 0.6964 0.8589 0.3338 -0.069 0.266 0.501 -0.92
B -0.5923 0.5399 -0.4960 0.052 0.009 -0.218 0.63
C -1.5183 -0.6755 -0.0153 -0.138 -0.324 -0.004 0.70
F -0.8632 -1.8626 0.0150 -0.042 0.223 0.029 -0.33
F -2.6229 -0.8621 -0.7631 0.126 0.017 0.111 -0.32
F -1.9400 -0.4271 1.2551 0.013 0.002 -0.127 -0.33
H 0.4458 0.9516 1.4034 0.069 0.066 -0.228 0.28
H 1.1602 1.7958 -0.0063 -0.080 -0.228 0.072 0.28
H -0.9696 1.2120 -1.3931 -0.039 0.008 0.012 -0.05
```
Forces are in eV/Å.

Entry 2:
Below is a single C3H2N2O2 molecule, with properties calculated with wB97M-V/def2-TZVPD.

Results
2S+1: 1
molar mass: 98.061 g/mol
HOMO level: -0.3928 Eh
Kohn-Sham gap: 0.34670 Eh
total charge: 0
E_tot: -10215.38310 eV
energy relative to the best compared isomer or geometry (same formula, charge and spin): 64.7 kcal/mol

XYZ file:
```
9
Properties=species:S:1:pos:R:3:forces:R:3:nbo_charge:R:1
O 2.3574 -0.4142 -0.1261 -1.512 -0.932 0.462 -0.56
C 1.1421 -0.5022 0.0189 2.702 1.980 -0.811 0.69
C 0.3703 0.7528 0.0179 -1.561 1.369 1.132 -0.24
C -0.9916 0.6802 0.0239 2.554 -0.498 -0.654 -0.06
N -1.6534 -0.5557 -0.1057 2.077 -1.379 0.364 -0.15
N -1.0215 -1.6138 -0.0560 -1.197 0.337 -0.038 0.20
O 0.4902 -1.6515 0.1092 -1.217 0.484 -0.094 -0.37
H 0.9108 1.7783 0.1537 -0.944 -2.329 -0.526 0.26
H -1.6044 1.5262 -0.0358 -0.902 0.968 0.166 0.22
```
Forces are in eV/Å.

Entry 3:
Below is 2 unconnected molecules or ions with the total composition C2H3ClO2, with properties calculated with wB97M-V/def2-TZVPD.

Results
2S+1: 1
molar mass: 94.497 g/mol
HOMO level: -0.3306 Eh
Kohn-Sham gap: 0.35356 Eh
total charge: 0
E_tot: -18735.42684 eV
energy relative to the best compared isomer or geometry (same formula, charge and spin): 106.6 kcal/mol

XYZ file:
```
8
Properties=species:S:1:pos:R:3:forces:R:3:nbo_charge:R:1
Cl 1.6884 1.8594 -0.9259 0.082 0.057 -0.204 0.17
C 0.8555 1.1701 0.3023 -0.722 -1.222 0.864 0.14
C 0.2910 1.0002 1.4240 -0.284 -0.472 -0.416 0.03
O 0.2862 -0.2392 0.5316 0.646 1.462 0.160 -0.57
H -0.2037 1.1488 2.3709 0.309 0.130 -0.252 0.25
O -1.2587 -1.4529 -1.5046 2.028 -2.431 0.958 -0.96
H -0.9575 -1.1646 -0.5995 -0.377 0.035 -1.163 0.49
H -0.7011 -2.3218 -1.5989 -1.682 2.440 0.054 0.46
```
Forces are in eV/Å.

Entry 4:
Below is a molecular structure, C21H29BF4HfI2N3O2Si, with properties calculated with wB97M-V/def2-TZVPD.

Results
2S+1: 1
molar mass: 902.670 g/mol
HOMO level: -0.4253 Eh
Kohn-Sham gap: 0.30600 Eh
total charge: +1
E_tot: -67749.11390 eV
energy relative to the best compared isomer or geometry (same formula, charge and spin): 0.0 kcal/mol

XYZ file:
```
64
Properties=species:S:1:pos:R:3:forces:R:3:nbo_charge:R:1
Hf -1.8847 0.0849 0.6497 -1.506 -0.534 -0.780 2.31
I -2.6606 3.0388 1.8295 -0.707 1.145 -0.277 0.28
C -3.9434 4.4023 0.6698 0.136 -0.424 -0.081 -0.68
I -4.7077 3.5508 -1.1414 0.109 0.234 0.437 0.20
H -3.3431 5.2701 0.4093 0.074 -0.220 0.087 0.23
H -4.7766 4.6908 1.3030 0.091 -0.193 0.010 0.24
C -0.9480 -1.8046 0.2097 0.614 0.040 0.281 -1.55
Si 0.7927 -1.3880 -0.4127 0.159 -0.023 -0.408 1.65
C 0.3410 0.2254 -1.4315 0.756 -0.815 0.009 -0.68
N -0.3941 1.2551 -0.6563 -0.203 0.087 0.116 -0.60
C 0.5581 2.0184 0.1955 0.791 0.484 0.466 -0.24
C 1.4941 2.9680 -0.5595 -0.283 -0.018 -0.091 -0.42
C 0.6904 3.9380 -1.4191 0.176 -0.169 -0.195 -0.40
C -0.1808 3.1268 -2.3699 0.021 -0.001 0.373 -0.41
C -1.0938 2.1926 -1.5724 -0.269 0.522 -0.695 -0.24
C 2.0252 -1.1089 1.0019 -0.511 -0.194 -0.348 -0.43
C 3.3166 -0.6288 0.7791 -0.097 0.045 -0.161 -0.22
C 4.2233 -0.5092 1.8168 0.093 0.046 -0.068 -0.21
C 3.8586 -0.8659 3.1049 -0.111 -0.016 0.044 -0.19
C 2.5823 -1.3428 3.3478 0.093 -0.029 0.119 -0.19
C 1.6861 -1.4733 2.3034 -0.123 -0.003 -0.177 -0.23
C 1.4713 -2.6577 -1.6413 -0.271 0.388 0.337 -0.42
C 2.4319 -3.5853 -1.2435 -0.021 0.147 0.178 -0.22
C 2.8288 -4.6092 -2.0843 0.052 -0.122 -0.055 -0.19
C 2.2774 -4.7215 -3.3500 0.008 -0.010 0.046 -0.19
C 1.3289 -3.8034 -3.7684 -0.042 -0.056 -0.139 -0.21
C 0.9323 -2.7866 -2.9204 -0.076 0.132 0.069 -0.21
H -0.9564 -2.4920 1.0583 0.111 -0.082 0.082 0.29
H -1.4955 -2.2974 -0.6002 0.036 0.066 -0.087 0.30
H -0.2991 -0.0909 -2.2616 0.008 -0.046 0.068 0.24
H 1.2274 0.6731 -1.8842 -0.011 -0.032 -0.068 0.23
H 1.1435 1.3000 0.7757 -0.151 0.097 -0.035 0.25
H -0.0083 2.6333 0.9001 -0.013 -0.212 -0.121 0.22
H 2.1949 2.4250 -1.1909 0.124 -0.103 -0.031 0.21
H 2.0893 3.5035 0.1808 -0.006 -0.070 0.061 0.24
H 1.3515 4.5950 -1.9837 0.011 0.056 0.062 0.23
H 0.0667 4.5640 -0.7790 -0.089 0.106 0.047 0.20
H 0.4551 2.5616 -3.0514 -0.005 -0.077 -0.090 0.21
H -0.8147 3.7708 -2.9824 -0.024 -0.052 0.023 0.23
H -1.6981 1.6185 -2.2801 -0.013 -0.001 0.303 0.23
H -1.7594 2.8206 -0.9699 0.027 -0.170 -0.068 0.21
H 3.6176 -0.3568 -0.2219 0.113 0.057 -0.171 0.21
H 5.2200 -0.1432 1.6226 0.091 0.039 -0.041 0.22
H 4.5653 -0.7757 3.9149 0.078 0.028 0.079 0.23
H 2.2807 -1.6128 4.3476 -0.012 -0.031 0.109 0.23
H 0.7058 -1.8790 2.5038 -0.153 -0.068 0.091 0.20
H 2.8679 -3.5018 -0.2599 0.105 -0.052 0.171 0.22
H 3.5568 -5.3321 -1.7482 0.099 -0.025 0.028 0.22
H 2.5791 -5.5248 -4.0050 0.034 -0.062 -0.051 0.22
H 0.8865 -3.8933 -4.7498 -0.008 0.028 -0.079 0.22
H 0.1851 -2.0853 -3.2601 -0.168 0.079 -0.120 0.19
N -3.0738 -0.8417 2.6566 0.472 0.155 0.246 -0.69
N -1.9242 -0.9293 3.4920 -0.180 -0.120 0.323 -0.50
C -0.9263 0.0539 3.3738 -0.098 -0.722 1.988 0.89
O -0.1691 0.2479 4.2807 0.065 0.073 -0.186 -0.56
O -0.9238 0.6663 2.2188 0.571 0.421 0.155 -0.91
H -3.8143 -0.2681 3.0915 0.421 -0.184 -0.274 0.40
H -3.4611 -1.7850 2.5430 0.274 0.395 -0.257 0.42
H -2.0577 -1.2729 4.4395 0.009 0.210 -0.217 0.41
F -2.9939 0.0256 -1.2016 0.175 0.166 -0.816 -0.54
B -4.2090 -0.4070 -0.4949 -0.620 -0.003 0.245 1.33
F -5.2889 -0.4222 -1.2322 -0.525 -0.008 -0.511 -0.47
F -4.2107 0.5529 0.5791 0.235 0.179 0.082 -0.52
F -3.8130 -1.5765 0.1311 0.066 -0.480 -0.035 -0.49
```
Forces are in eV/Å.

Entry 5:
Below is a molecular structure, C6H8AgLiO6, with properties calculated with wB97M-V/def2-TZVPD.

Results
2S+1: 2
molar mass: 290.933 g/mol
HOMO level (alpha / beta): -0.0248 / -0.1309 Eh
Kohn-Sham gap (alpha / beta): 0.06846 / 0.17108 Eh
total charge: -1
<S²>: 0.76
E_tot: -22838.75665 eV
energy relative to the best compared isomer or geometry (same formula, charge and spin): 0.0 kcal/mol

XYZ file:
```
22
Properties=species:S:1:pos:R:3:forces:R:3:mulliken_spin:R:1
O -0.8906 1.5530 -0.9902 -3.330 -0.981 2.336 0.00
C 2.5570 2.3227 -0.0561 1.039 0.795 -0.120 0.92
C -0.9114 1.9817 0.3133 0.222 0.043 0.126 -0.04
O 2.2524 2.4907 -1.2908 2.272 -0.200 0.929 -0.15
O 1.4994 2.0505 0.8176 0.715 -0.749 0.411 -0.09
C 0.3015 2.8189 0.7283 0.114 0.205 -0.196 0.11
H -0.9758 1.1334 1.0381 0.050 0.162 -0.291 0.00
H -1.7990 2.6234 0.5395 0.121 -0.053 -0.110 -0.01
H 0.1235 3.2584 1.7254 0.051 -0.113 -0.122 -0.01
H 0.4348 3.6450 0.0089 -0.003 -0.214 0.150 -0.01
Ag 0.4574 1.9547 -2.2702 1.831 0.388 -2.190 0.15
O 3.4627 -2.9635 0.5508 0.246 -0.860 0.177 0.00
C 4.2470 -2.0870 0.1040 -0.773 0.612 -0.161 0.00
O 5.0768 -2.3205 -0.8114 0.639 -0.612 -0.461 0.00
O 4.1066 -0.8537 0.6007 -0.229 -0.277 0.180 0.00
C 4.6869 0.2370 -0.1215 0.294 0.255 -0.272 -0.04
C 4.2934 1.5365 0.5281 -2.538 0.782 -0.585 0.18
H 4.3322 0.2085 -1.1655 0.126 -0.028 0.231 0.02
H 5.7823 0.1136 -0.1284 -0.221 -0.051 -0.070 0.02
H 5.0117 2.3234 0.2649 -0.427 -0.111 -0.081 -0.05
H 4.1964 1.4768 1.6170 -0.010 -0.101 -0.242 -0.01
Li 4.4061 -4.1593 -0.6737 -0.188 1.108 0.362 0.01
```
Forces are in eV/Å.

Entry 6:
Below is a single C28H21BF3N molecule, with properties calculated with wB97M-V/def2-TZVPD.

Results
2S+1: 1
molar mass: 439.289 g/mol
HOMO level: -0.3117 Eh
Kohn-Sham gap: 0.25843 Eh
total charge: 0
E_tot: -39698.51208 eV

XYZ file:
```
54
Properties=species:S:1:pos:R:3:forces:R:3:nbo_charge:R:1
C -2.4412 -3.0287 1.8734 -0.352 -0.108 -0.095 -0.42
N -1.4477 -2.0652 1.3808 -1.276 3.543 -0.510 -0.26
C -1.7416 -0.7659 1.1778 0.069 -2.167 0.872 0.22
C -0.5103 0.0642 0.8804 -0.903 -1.274 2.556 -0.33
C 0.5508 -1.0132 0.9938 0.535 -0.475 0.872 0.03
C -0.0569 -2.2695 1.2501 0.980 0.010 1.049 0.12
C 0.6365 -3.3746 1.7648 0.967 0.811 0.079 -0.24
C 2.0399 -3.2061 1.9613 -2.049 -0.045 -0.484 -0.18
C 2.6618 -1.9914 1.6736 0.889 0.190 -0.219 -0.20
B 4.3402 -1.8706 1.8575 -2.064 0.062 -0.029 1.16
F 4.6271 -0.5250 1.6370 0.717 0.351 -0.094 -0.56
F 4.6284 -2.2661 3.1612 0.526 -0.145 0.166 -0.55
F 4.8737 -2.7177 0.8896 0.590 -0.069 -0.046 -0.55
C 1.9209 -0.8867 1.2086 -1.008 -0.828 -0.093 -0.20
H -1.9627 -3.9967 1.9840 -0.047 0.048 -0.014 0.24
H -2.8275 -2.6958 2.8472 0.280 -0.100 -0.313 0.23
H -3.2960 -3.1302 1.1820 0.554 0.173 0.148 0.23
H -2.7798 -0.3954 1.2253 0.935 -0.597 0.409 0.24
H -0.4171 0.9713 1.5878 -0.180 -1.998 0.084 0.29
H 0.1117 -4.2559 2.1319 0.191 0.084 -0.294 0.21
H 2.5946 -4.0368 2.3819 0.131 0.137 -0.062 0.23
H 2.3673 0.0750 1.0382 0.463 0.038 0.241 0.24
C -0.6010 0.8363 -0.3579 -0.125 2.287 -3.304 -0.18
C -1.8766 1.6903 -0.3684 0.187 0.232 0.309 0.10
C -3.1149 1.0290 -0.3785 -0.398 0.795 0.289 -0.28
C -4.2925 1.7291 -0.1008 0.278 0.326 -0.292 -0.20
C -4.2327 3.1083 0.1513 -0.128 -0.182 -0.179 -0.21
C -3.0143 3.7829 0.0682 0.141 0.129 -0.366 -0.20
C -1.8388 3.0935 -0.2345 -0.595 -0.883 0.020 -0.23
C 0.7289 1.6041 -0.3313 0.596 0.307 0.019 0.10
C 1.6547 0.9429 -1.1533 0.091 0.732 -0.449 -0.10
C 2.9903 1.3583 -1.2394 -0.806 0.234 0.208 -0.17
C 3.3910 2.4390 -0.4351 -0.253 -0.288 -0.732 -0.19
C 2.4636 3.1146 0.3605 -0.341 -0.354 0.304 -0.20
C 1.1249 2.6839 0.4701 0.787 -0.791 -0.677 -0.26
C 0.9195 -0.0269 -1.9897 -0.115 0.102 -0.352 0.05
C -0.4530 0.0328 -1.6471 0.521 -0.268 -0.420 -0.03
C -1.4118 -0.4598 -2.5248 1.064 -0.601 0.066 -0.21
C -0.9521 -1.1692 -3.6557 -0.045 0.020 0.455 -0.21
C 0.4095 -1.3463 -3.9089 0.050 0.580 0.242 -0.20
C 1.3765 -0.7165 -3.1107 -0.809 0.347 0.496 -0.20
H -3.1671 -0.0495 -0.5257 -0.070 0.498 -0.227 0.21
H -5.2487 1.2011 -0.1182 0.264 0.241 0.080 0.22
H -5.1538 3.6623 0.3442 0.316 -0.179 0.046 0.22
H -2.9501 4.8703 0.1922 -0.225 -0.463 -0.003 0.22
H -0.9002 3.6151 -0.3776 -0.232 -0.012 0.158 0.24
H 3.6332 0.8889 -1.9863 0.109 0.129 0.535 0.22
H 4.4201 2.7828 -0.5094 -0.225 0.008 0.164 0.23
H 2.7787 3.9838 0.9284 0.030 -0.129 -0.009 0.22
H 0.4373 3.1636 1.1534 0.099 0.111 0.005 0.22
H -2.4652 -0.3341 -2.3299 -0.007 -0.045 -0.264 0.21
H -1.6912 -1.5928 -4.3270 0.140 0.004 -0.033 0.21
H 0.7329 -1.8863 -4.7812 -0.052 -0.158 -0.213 0.22
H 2.4310 -0.6505 -3.3651 -0.192 -0.367 -0.098 0.22
```
Forces are in eV/Å.

Number 2 is which compound?
C3H2N2O2

Look up the total charge of the third one.
0

What is the formula in the fourth record?
C21H29BF4HfI2N3O2Si

The lowest molar mass belongs to which entry?
C2H3ClO2